91
Properties=species:S:1:pos:R:3:forces:R:3:mulliken_charge:R:1 method="wB97M-V/def2-TZVPD" e_homo_ev="-12.21 / -12.21" s_squared=0.752 energy_ha=-6290.51086 spin_multiplicity=2 de_lowest_kcal_mol=11.35 charge=+2
N 7.285 -1.993 6.912 -0.41 -0.06 0.03 -0.57
C 5.978 -1.976 7.223 0.18 0.20 -0.89 -0.31
C 4.989 -1.633 6.293 -0.24 0.07 -0.45 -0.41
C 5.326 -1.332 4.953 1.20 0.59 0.65 0.68
C 6.709 -1.378 4.649 -0.03 -0.18 0.55 -0.46
C 7.640 -1.701 5.658 -0.60 0.07 -0.43 -0.32
C 4.289 -0.992 3.952 0.46 0.17 -1.21 -0.21
Cu 0.458 0.207 0.340 -1.05 -0.28 -0.19 -0.36
P -1.021 -2.449 -3.613 0.11 0.17 1.30 0.04
C 4.533 -0.997 2.597 1.33 0.17 1.30 -0.96
C 3.635 -1.493 1.576 -1.21 0.12 -0.25 0.78
C 4.143 -2.343 0.569 -0.46 0.31 1.11 -0.73
C 3.329 -3.316 0.019 -0.45 -0.16 0.25 -0.45
C 1.975 -3.426 0.417 1.88 2.49 -0.44 -0.29
C 1.401 -2.345 1.091 0.28 0.40 -0.15 -0.19
C 2.226 -1.389 1.683 0.09 -0.13 -0.16 -0.68
Br 0.913 -4.753 -0.168 -1.28 -1.78 -0.90 -0.09
H 3.303 -0.753 4.362 0.00 -0.81 -0.25 0.34
H 5.592 -0.941 2.259 -0.73 -0.47 0.43 0.28
H 3.937 -1.618 6.594 0.37 -0.01 -0.03 0.32
H 7.087 -1.169 3.650 -0.10 -0.02 0.22 0.27
H 5.691 -2.252 8.239 0.22 0.13 -0.22 0.35
H 8.718 -1.743 5.421 -0.69 0.08 0.20 0.34
H 5.207 -2.345 0.383 0.07 -0.05 -0.12 0.48
H 1.787 -0.598 2.299 0.11 -0.25 0.07 0.85
H 3.803 -3.993 -0.683 -0.36 -0.28 0.12 0.51
H 0.319 -2.205 1.056 0.11 -0.38 0.58 0.49
P 1.561 1.445 -1.087 1.09 0.51 -0.16 0.89
C -1.811 -3.825 -2.779 -0.21 -0.41 -0.76 -0.12
C -1.640 -5.235 -3.333 -0.19 -0.40 -0.08 -1.26
H -2.855 -3.514 -2.920 -0.06 -0.14 0.55 0.32
H -1.515 -3.769 -1.727 -0.03 0.25 0.01 0.22
H -1.944 -5.930 -2.533 0.27 0.10 -0.45 0.36
H -2.327 -5.394 -4.181 0.41 0.02 0.26 0.40
H -0.610 -5.459 -3.654 -0.38 0.01 0.24 0.33
C 0.775 -2.305 -3.650 0.15 -0.12 -0.27 0.94
C 1.304 -2.349 -5.100 0.24 -0.02 -0.01 -1.36
H 1.147 -3.145 -3.045 0.08 0.18 -0.08 0.32
H 1.017 -1.343 -3.162 -0.12 -0.62 -0.09 -0.82
H 2.395 -2.458 -5.076 -0.26 0.04 -0.10 0.39
H 0.883 -3.198 -5.656 0.19 0.22 0.15 0.44
H 1.059 -1.425 -5.645 0.05 -0.30 0.19 0.39
C -1.766 -1.003 -2.846 0.74 0.46 -0.16 1.02
C -2.914 -0.605 -3.767 -0.23 0.01 -0.28 -1.32
H -0.971 -0.240 -2.879 -0.30 -0.07 0.13 -0.34
H -2.071 -1.106 -1.796 0.21 -0.30 -0.33 -0.25
H -2.894 0.476 -3.855 -0.53 0.08 -0.10 0.41
H -2.721 -1.029 -4.764 -0.41 0.34 0.04 0.42
H -3.878 -0.984 -3.409 0.20 0.27 -0.17 0.38
C 0.564 2.790 -1.879 -0.40 -0.21 0.38 -0.38
C 1.177 4.191 -1.824 -0.12 0.28 -0.22 -1.35
H -0.421 2.775 -1.387 0.35 0.09 -0.35 0.23
H 0.392 2.485 -2.926 0.13 -0.03 0.35 0.55
H 0.917 4.708 -0.890 0.24 -0.19 -0.22 0.30
H 2.269 4.188 -1.946 -0.33 0.02 0.05 0.29
H 0.756 4.788 -2.643 0.16 -0.04 0.21 0.43
C 2.590 0.943 -2.530 0.12 0.05 0.07 -0.43
C 3.967 0.360 -2.178 -0.06 -0.29 -0.21 -1.17
H 2.706 1.840 -3.156 -0.07 -0.24 0.09 0.56
H 1.987 0.219 -3.091 0.26 0.23 -0.11 0.10
H 4.686 1.137 -1.863 -0.42 -0.40 -0.04 0.32
H 3.862 -0.404 -1.392 0.22 0.25 -0.19 0.16
H 4.385 -0.131 -3.071 -0.05 0.18 0.34 0.46
C 2.842 2.185 0.029 -0.39 -0.26 -0.46 -0.56
C 2.205 2.897 1.227 0.42 -0.06 -0.14 -1.14
H 3.514 2.821 -0.556 -0.11 0.06 0.17 0.69
H 3.416 1.301 0.345 0.01 0.35 0.00 0.25
H 2.876 3.683 1.566 -0.10 0.08 0.16 0.39
H 1.245 3.345 0.976 0.04 0.11 0.06 0.10
H 2.067 2.202 2.056 -0.12 0.00 0.05 0.17
C -3.562 -1.412 2.144 0.14 -0.08 -0.10 -1.08
N -3.639 0.036 1.994 1.27 0.27 -0.62 0.11
C -4.183 0.721 3.163 -0.40 0.38 0.49 -1.12
C -2.583 0.674 1.344 -0.80 0.19 0.56 0.59
N -1.553 0.042 0.773 -0.56 -0.82 -0.69 -0.31
N -2.645 2.034 1.372 0.18 -0.45 0.03 0.30
C -3.876 2.809 1.285 -0.27 0.23 0.30 -1.11
C -1.450 2.796 1.135 0.39 -0.06 -0.06 -0.67
H -4.374 -1.742 2.788 -0.02 0.02 -0.21 0.47
H -2.616 -1.717 2.611 -0.09 0.03 -0.15 0.36
H -3.675 -1.898 1.176 0.02 -0.15 -0.01 0.28
H -3.474 1.457 3.557 -0.14 -0.17 -0.04 0.36
H -5.121 1.228 2.947 0.00 0.00 0.03 0.32
H -4.400 0.000 3.949 0.15 -0.07 -0.07 0.44
H -1.924 -0.824 0.345 0.48 0.24 1.08 -0.13
H -3.994 3.449 2.176 -0.07 -0.22 -0.32 0.32
H -3.819 3.463 0.403 0.04 -0.19 0.19 0.36
H -4.749 2.163 1.179 0.25 0.17 -0.03 0.42
H -0.611 2.083 1.144 -0.20 0.71 0.02 -0.14
H -1.514 3.286 0.148 0.17 0.04 0.44 0.46
H -1.319 3.544 1.938 -0.01 -0.23 -0.45 0.35